Entry 1:
69
Properties=species:S:1:pos:R:3:forces:R:3:mulliken_charge:R:1 method="wB97M-V/def2-TZVPD" charge=0 multiplicity=1 relative_energy_kj_mol=71.4 smiles=CC(C)O.CC(C)O.CC(C)O.CC(C)O.CC(C)O.CCO homo_ha=-0.367 max_force_ev_per_a=1.87 gap_ev=10.38
C 15.466085 -7.683650 5.393527 -0.209 0.293 -0.986 -0.6811
C 16.801954 -8.040847 4.753154 -0.004 -0.462 0.767 -0.0395
O 17.885923 -7.342199 5.346917 -0.104 0.253 -0.205 -0.5077
H 14.654425 -8.248971 4.925265 0.106 -0.289 0.161 0.2051
H 15.192952 -6.646565 5.176528 0.252 0.137 0.345 0.1477
H 15.487042 -7.876117 6.462992 -0.027 0.106 0.042 0.2877
H 16.828744 -7.928106 3.666183 -0.264 0.078 -0.030 0.1857
H 16.970471 -9.094258 4.988433 0.204 -0.035 -0.245 0.1414
H 17.781893 -6.415429 5.086950 0.093 0.039 0.076 0.2139
C 16.050886 -2.394253 4.775314 0.328 -0.267 -0.513 -1.4146
C 17.359879 -3.109619 4.463922 0.427 0.130 0.577 0.6396
C 18.244704 -3.125576 5.706516 0.271 -0.422 0.210 -1.3766
O 17.156021 -4.477821 4.085967 -0.430 0.037 0.034 -0.4685
H 15.499121 -2.961196 5.524718 -0.031 0.064 0.062 0.3132
H 15.448033 -2.303121 3.868125 -0.115 0.110 0.100 0.4231
H 16.287874 -1.401867 5.155033 -0.191 0.076 0.011 0.3868
H 17.882348 -2.626074 3.633580 -0.018 0.190 0.045 0.2087
H 17.642253 -3.300914 6.600486 -0.052 -0.067 -0.045 0.3150
H 18.824505 -2.220790 5.889375 -0.229 0.202 -0.301 0.3949
H 18.973230 -3.937848 5.651200 -0.056 0.000 -0.122 0.3414
H 16.394733 -4.479844 3.493178 0.114 -0.215 -0.014 0.2449
C 13.449218 -11.757775 1.294423 0.474 0.320 0.444 -1.2868
C 14.257027 -10.555046 0.827497 0.727 -0.211 -0.720 0.5252
C 15.668092 -10.492699 1.393667 0.033 1.090 1.204 -1.0680
O 14.321303 -10.541391 -0.605717 -0.339 0.254 -0.142 -0.5800
H 13.977479 -12.659743 0.980282 -0.180 -0.102 -0.064 0.3230
H 12.436525 -11.742789 0.901517 0.010 -0.036 -0.126 0.3250
H 13.407257 -11.770860 2.386952 -0.091 -0.033 -0.025 0.3369
H 13.787335 -9.602440 1.083993 -0.266 -0.172 0.027 0.1378
H 15.597234 -10.262041 2.467474 -0.017 -0.594 0.048 0.1602
H 16.184673 -9.584795 1.069278 -0.055 -0.183 -0.606 0.3142
H 16.339229 -11.340420 1.257921 -0.300 -0.210 -0.151 0.4490
H 14.995709 -11.154499 -0.910531 0.035 -0.098 0.152 0.3453
C 11.745706 -7.731764 4.649509 0.059 -1.751 -0.659 -1.3029
C 11.993730 -6.493454 5.495385 0.493 -0.543 -0.742 1.1295
C 11.895329 -5.165187 4.773281 -0.196 0.187 0.343 -1.2770
O 11.192024 -6.628940 6.659407 0.120 0.610 0.200 -0.5371
H 12.148240 -8.600264 5.185834 -0.125 0.145 0.207 0.3378
H 12.190457 -7.868656 3.653430 0.425 0.925 0.178 0.2915
H 10.711221 -8.026975 4.439399 -0.230 0.671 0.472 0.3352
H 13.043820 -6.506735 5.798238 -0.165 -0.482 0.407 -0.3167
H 12.263027 -5.257353 3.753174 -0.266 -0.059 -0.132 0.2956
H 12.569014 -4.459292 5.263403 -0.346 0.226 0.087 0.3335
H 10.867007 -4.792581 4.804053 0.108 0.164 -0.320 0.3787
H 10.388253 -6.108656 6.546263 0.066 -0.088 -0.027 0.3524
C 17.940654 -10.465001 7.619968 -0.991 0.109 0.175 -1.0040
C 17.365547 -11.101776 8.889691 1.770 0.397 0.266 0.3755
C 17.583598 -12.596311 8.914406 -0.461 -0.449 -0.780 -1.2897
O 18.033494 -10.489217 10.006556 -0.990 0.289 0.680 -0.5742
H 17.777357 -9.387315 7.653543 0.057 0.031 0.015 0.2727
H 17.404828 -10.838257 6.741691 0.371 -0.107 -0.091 0.2540
H 19.014573 -10.636359 7.566498 0.011 -0.212 -0.216 0.3527
H 16.314129 -10.852010 9.016381 -0.031 0.024 0.025 0.2910
H 18.626846 -12.858196 8.726915 0.078 0.141 0.118 0.3085
H 17.013372 -13.021011 8.078223 0.057 -0.139 0.122 0.3392
H 17.250704 -13.093216 9.823359 -0.014 0.232 0.135 0.3497
H 18.988965 -10.538815 9.975326 0.143 -0.292 -0.484 0.3310
C 19.476131 -8.603237 2.045576 -0.194 0.576 1.681 -0.9236
C 20.186008 -9.819425 2.672523 -0.160 0.210 -0.811 0.5273
C 19.952847 -10.065536 4.152355 0.785 0.898 -0.017 -1.1592
O 19.810712 -11.019416 1.978669 0.264 0.144 -0.110 -0.5597
H 19.675195 -7.724442 2.674714 0.181 -0.110 0.053 0.2765
H 18.393822 -8.706942 2.145321 -0.024 -0.245 -0.502 -0.0282
H 19.791231 -8.276511 1.056691 -0.046 -0.633 -0.249 0.4508
H 21.262921 -9.646468 2.545919 0.028 -0.134 0.014 0.1670
H 20.738338 -10.742578 4.488860 -0.388 -0.434 0.058 0.4341
H 18.954948 -10.396793 4.424757 -0.019 -0.153 -0.172 0.1470
H 20.175343 -9.135795 4.685583 -0.320 0.030 0.010 0.3646
H 20.127125 -10.916456 1.073293 -0.142 -0.160 0.054 0.3334

---

Entry 2:
82
Properties=species:S:1:pos:R:3:forces:R:3:lowdin_spin:R:1 method="wB97M-V/def2-TZVPD" charge=+2 multiplicity=2 homo_ha="-0.490 / -0.490" max_force_ev_per_a=3.31 gap_ev="8.62 / 2.11"
Cs -2.158078 -2.453308 4.018669 -0.077 0.031 -0.074 0.0000
Cs -3.018928 4.492192 0.479869 -0.470 0.401 -0.096 0.0000
As -2.049878 0.944532 1.704309 0.760 0.026 0.913 0.0000
F -2.039928 0.675812 -0.071991 0.112 0.742 2.175 0.0000
F -2.810438 -0.652328 1.891659 0.597 0.916 0.045 0.0000
F -2.000568 1.215402 3.505549 -0.165 -0.652 -2.162 0.0000
F -1.346028 2.621612 1.525889 -0.318 -2.039 0.012 0.0000
F -3.680928 1.644452 1.661259 1.251 -0.243 -0.298 0.0000
F -0.402668 0.180842 1.853619 -1.882 0.930 -0.323 0.0000
C 0.499192 -6.504548 1.684459 0.012 -0.957 -2.255 0.0000
C -0.293398 -5.253968 1.778399 -1.673 -0.615 -1.057 0.0000
C -1.718738 -5.261338 1.044229 0.438 -0.450 1.042 0.0000
O -2.094318 -3.932108 0.903949 0.475 1.093 0.182 0.0000
C -3.221808 -3.715838 0.107699 -1.045 0.263 -0.683 0.0000
N -0.516518 -5.063708 3.171169 -0.269 1.470 2.451 0.0000
H 1.499372 -6.440998 2.113059 -0.146 0.030 0.253 0.0000
H 0.605252 -6.723608 0.621979 0.386 -0.391 -0.152 0.0000
H -0.076158 -7.337208 2.089109 0.237 -0.075 0.250 0.0000
H 0.216512 -4.413198 1.308089 0.070 0.170 0.287 0.0000
H -2.522788 -5.662778 1.661029 0.346 -0.900 0.536 0.0000
H -1.804078 -5.809778 0.106139 0.682 0.004 -0.323 0.0000
H -3.009878 -3.865968 -0.950911 0.399 0.630 -0.216 0.0000
H -3.625388 -2.735318 0.360269 0.351 0.165 -0.525 0.0000
H -4.078928 -4.381548 0.209029 0.104 -0.647 0.962 0.0000
H -0.660738 -5.947148 3.638979 -0.958 -0.560 -0.372 0.0000
H 0.351202 -4.885438 3.656339 0.636 0.836 -0.204 0.0000
C -1.160578 4.834322 -3.940101 -0.144 -1.680 1.202 0.0000
C -0.557828 4.268592 -2.607711 -0.277 0.557 0.290 0.0000
C 0.949022 4.007662 -2.645441 -0.830 -0.656 -1.301 0.0000
O 1.492532 3.463132 -1.470571 1.406 1.064 0.616 0.0000
C 1.150062 2.166882 -0.989421 -1.179 1.210 -0.778 0.0000
N -0.858568 5.198532 -1.466171 0.822 -0.120 -1.147 0.0000
H -0.718108 5.752132 -4.327311 0.363 -0.381 -0.136 0.0000
H -2.234818 5.000492 -3.859421 -0.029 0.291 0.532 0.0000
H -1.160488 3.937002 -4.558901 0.555 0.529 -0.970 0.0000
H -0.969058 3.273072 -2.440631 -0.710 0.060 0.247 0.0000
H 1.377762 4.965782 -2.939171 0.820 -0.008 0.681 0.0000
H 1.159682 3.328272 -3.471371 0.004 -0.184 -0.322 0.0000
H 0.221442 2.354432 -0.450351 -0.145 -0.914 0.266 0.0000
H 1.913292 1.783442 -0.312261 0.114 0.304 -0.152 0.0000
H 0.983372 1.487562 -1.825391 -0.025 -0.274 0.013 0.0000
H -0.537578 6.063902 -1.876291 -1.136 1.187 -0.644 0.0000
H -0.012318 5.254972 -0.917751 0.224 -1.175 1.255 0.0000
C 1.563442 -2.010038 1.413159 0.724 -0.904 -0.310 0.0001
C 2.787782 -2.893278 1.747469 -0.206 0.388 0.000 0.0031
C 3.934182 -2.846488 0.703799 -2.335 0.080 1.563 0.1023
O 4.899712 -3.786818 1.092199 -0.194 0.950 -1.128 0.6331
C 6.028302 -3.614058 0.303559 2.282 0.214 0.464 0.0810
N 3.428362 -2.507698 3.003119 -0.225 -0.424 -0.092 0.0109
H 1.844882 -0.957298 1.438089 -0.310 -0.023 -0.264 0.0001
H 0.714952 -2.188618 2.073669 0.472 0.099 0.480 0.0000
H 1.157592 -2.370458 0.467909 0.130 0.606 -0.455 0.0003
H 2.455752 -3.926588 1.848109 0.014 -0.130 -0.107 -0.0005
H 4.366192 -1.846048 0.679539 0.436 0.236 -0.153 0.0346
H 3.661172 -3.055778 -0.330491 -0.115 -0.361 -0.533 0.0571
H 6.228712 -2.611768 -0.075081 -1.055 -0.022 -0.555 0.0045
H 5.958762 -4.417238 -0.430041 0.334 -0.210 -0.338 0.0464
H 6.918942 -3.736608 0.919879 0.035 -1.010 0.302 0.0241
H 4.111542 -1.793168 2.796229 -0.020 0.583 0.442 0.0000
H 3.976562 -3.307288 3.286379 0.135 -0.082 0.603 0.0029
C -4.893148 1.044102 -3.202281 -1.153 0.568 -0.851 0.0000
C -4.157008 -0.125098 -2.674311 2.398 -1.080 -0.756 0.0000
C -2.649168 0.165992 -2.766881 0.213 0.348 -0.417 0.0000
O -4.501498 -0.499148 -1.369991 -0.404 0.011 0.278 0.0000
H -4.338038 1.630692 -3.934311 0.229 -0.184 -0.046 0.0000
H -5.201938 1.747372 -2.428871 -0.221 -0.146 0.136 0.0000
H -5.739928 0.616802 -3.739381 -0.508 0.681 0.205 0.0000
H -4.347318 -0.972848 -3.332511 -0.219 -0.246 0.264 0.0000
H -1.951998 -0.526588 -2.295301 -0.429 -0.095 0.402 0.0000
H -2.527518 1.172482 -2.366531 0.446 0.046 0.236 0.0000
H -2.301898 0.221352 -3.798601 -0.323 0.054 -0.257 0.0000
H -4.184188 0.237352 -0.842271 -0.035 -0.054 0.582 0.0000
C 1.325702 5.253522 1.377279 2.554 0.126 -2.104 0.0000
C 2.935592 4.969392 1.183449 -1.710 -0.388 1.558 0.0000
O 3.706752 6.120642 1.575819 -1.013 -0.964 -0.530 0.0000
O 0.951572 6.244362 0.401309 0.143 0.927 0.713 0.0000
H 1.206832 5.566712 2.414529 -0.421 -0.023 -0.110 0.0000
H 0.658832 4.480162 0.996109 0.529 -0.895 1.007 0.0000
H 3.226702 4.520912 0.233589 -0.372 0.666 -0.458 0.0000
H 3.155992 4.175752 1.897359 0.191 0.117 0.354 0.0000
H 3.357312 6.827622 1.028399 0.332 0.363 -0.142 0.0000
H 1.152332 7.122832 0.732339 -0.017 0.187 -0.006 0.0000

---

Entry 3:
95
Properties=species:S:1:pos:R:3:forces:R:3:mulliken_charge:R:1 method="wB97M-V/def2-TZVPD" charge=-1 multiplicity=1 homo_ha=-0.169 max_force_ev_per_a=0.56 gap_ev=6.35
C 2.064356 3.565509 -5.246595 -0.080 0.134 -0.096 -0.9573
C 1.491458 2.570466 -4.256416 -0.496 0.081 0.017 0.2219
O 1.949933 2.713400 -2.934136 0.287 0.078 -0.051 0.1540
Ga 3.766139 2.449219 -2.603419 -0.005 0.187 0.384 -0.8621
C 3.812009 1.740477 -0.679793 -0.053 -0.084 -0.300 -0.1583
Cl 2.762618 2.842612 0.301545 -0.175 0.019 0.200 -0.2169
C 5.160063 1.568225 0.010565 -0.346 -0.023 0.439 0.2825
C 5.311576 0.219118 0.703854 0.013 0.088 -0.257 -1.4275
Cl 6.549278 1.796747 -1.113681 0.164 0.010 -0.200 -0.1353
P 4.756694 0.699753 -3.908926 0.379 -0.067 0.035 0.1650
O 3.430200 -0.308843 -4.179269 -0.084 0.227 -0.081 -0.2207
Br 4.983256 1.511869 -5.995428 -0.081 -0.024 -0.016 -0.3500
P 4.850965 4.582073 -2.873709 0.212 0.027 -0.414 0.2611
O 3.517212 5.508069 -3.178508 0.110 0.136 0.076 -0.4222
I 5.441431 5.414327 -0.597242 0.043 -0.029 0.197 -0.2552
H 1.712692 4.574569 -5.035843 0.036 0.071 0.068 0.2659
H 1.740153 3.300367 -6.254399 0.007 -0.022 -0.085 0.3817
H 3.152177 3.584566 -5.244740 0.097 -0.053 0.007 0.0709
H 0.406464 2.736374 -4.240880 -0.104 -0.104 0.024 0.1082
H 1.630199 1.550543 -4.631714 0.201 -0.076 0.057 -0.0126
H 3.273140 0.795108 -0.630877 -0.005 -0.089 -0.075 0.2881
H 5.251633 2.357595 0.750743 0.253 0.146 -0.107 0.2910
H 4.877246 -0.572066 0.093528 0.000 -0.078 -0.039 0.3266
H 6.358792 -0.021582 0.858971 0.073 0.010 0.209 0.4093
H 4.791370 0.257551 1.658943 -0.080 -0.098 0.082 0.3116
H 3.367745 -0.836976 -3.379403 -0.165 -0.373 0.093 0.2022
H 2.769167 5.188232 -2.665366 -0.367 -0.125 -0.073 0.3032
C -1.322282 3.917861 -1.809811 0.237 -0.061 -0.019 -0.5689
O -2.340418 3.217025 -2.557593 0.129 0.138 0.010 -0.0755
P -3.850417 3.631794 -2.407088 0.162 -0.197 -0.055 0.7587
O -4.113556 4.848456 -1.637760 -0.033 0.158 0.122 -0.6594
O -4.538037 2.318990 -1.834066 -0.114 -0.036 0.063 -0.3341
C -4.031021 1.872267 -0.567818 0.006 -0.092 0.123 -0.6048
O -4.352635 3.628467 -3.901446 -0.099 0.004 -0.085 -0.3417
C -5.674631 4.111599 -4.171439 -0.003 0.001 -0.044 -0.6864
H -0.414443 3.320534 -1.869078 -0.012 -0.032 -0.085 0.1796
H -1.137169 4.897081 -2.245492 -0.071 0.023 -0.028 0.2682
H -1.621836 4.034230 -0.770160 -0.043 0.031 -0.001 0.3691
H -3.870898 2.716913 0.104310 -0.028 0.002 0.012 0.3531
H -3.095192 1.334932 -0.716549 0.008 0.001 0.004 0.2303
H -4.762000 1.200817 -0.128442 -0.039 -0.010 -0.052 0.2590
H -5.609732 5.117205 -4.582347 0.012 0.018 0.016 0.2585
H -6.288937 4.131767 -3.272235 0.010 -0.003 0.020 0.3190
H -6.124426 3.443769 -4.902313 0.020 -0.017 -0.008 0.2551
C -3.607773 -2.037472 4.526292 0.037 0.024 0.092 -0.7690
O -2.304613 -2.257035 3.954303 -0.124 -0.087 -0.010 -0.1789
P -2.001301 -1.730334 2.489963 0.260 0.100 0.161 0.8467
O -3.059449 -0.922106 1.887794 -0.327 0.045 -0.091 -0.5852
O -1.600338 -3.028280 1.669343 0.023 -0.116 0.055 -0.2373
C -2.592574 -4.044709 1.504201 -0.040 0.016 -0.085 -0.6848
O -0.609625 -1.033858 2.694166 0.092 0.046 -0.077 -0.3143
C -0.057405 -0.265758 1.599814 0.067 0.041 -0.016 -0.6378
H -3.655853 -2.649603 5.422245 0.038 0.019 0.024 0.2782
H -3.733118 -0.990711 4.793496 0.007 0.017 -0.003 0.2932
H -4.393854 -2.329935 3.833054 0.014 0.015 -0.043 0.3563
H -3.570053 -3.607853 1.292932 0.011 0.023 -0.010 0.3342
H -2.645016 -4.660741 2.402401 -0.002 0.017 0.019 0.2349
H -2.288164 -4.656346 0.659910 0.030 -0.005 -0.008 0.2399
H -0.202542 0.792515 1.800320 -0.010 0.003 0.013 0.2563
H -0.528203 -0.521827 0.652480 -0.026 -0.026 0.001 0.3331
H 1.004149 -0.488651 1.549307 0.013 -0.002 0.028 0.2370
C -1.420658 -5.627991 -4.496450 -0.062 0.076 0.015 -0.6313
O -0.483341 -4.592905 -4.172792 -0.014 -0.159 0.064 -0.2145
P 0.889160 -4.522612 -4.966917 -0.064 0.165 0.074 0.8354
O 1.003502 -5.485188 -6.063255 -0.002 -0.227 -0.087 -0.6859
O 2.002751 -4.665340 -3.841009 0.003 0.002 0.103 -0.1989
C 2.049730 -5.885261 -3.100280 0.059 -0.049 -0.041 -0.7137
O 0.977131 -3.003117 -5.315181 0.095 0.097 -0.101 -0.2317
C 2.038946 -2.547638 -6.187078 0.080 0.128 -0.082 -0.4490
H -2.169519 -5.620757 -3.708641 -0.005 0.033 0.007 0.2168
H -1.893710 -5.426424 -5.455591 0.011 -0.003 -0.023 0.2764
H -0.936809 -6.602279 -4.535154 0.030 0.002 -0.026 0.3127
H 1.893385 -6.746880 -3.752136 0.007 0.015 -0.020 0.3309
H 1.294563 -5.871115 -2.313442 -0.020 0.006 -0.010 0.2592
H 3.037617 -5.953471 -2.653521 0.012 0.025 0.013 0.2517
H 1.626803 -2.369500 -7.177513 -0.061 -0.052 0.006 0.2638
H 2.838869 -3.283187 -6.257975 -0.024 -0.051 0.029 0.3178
H 2.434292 -1.625444 -5.773956 -0.044 0.007 0.064 0.0598
C -0.165301 -2.492357 7.605804 0.056 -0.030 0.022 -0.3445
O 0.105729 -1.251962 8.282835 -0.020 -0.068 -0.094 -0.3114
P -1.070097 -0.215314 8.490050 0.141 -0.004 0.059 0.9301
O -2.399390 -0.706748 8.125514 -0.186 -0.102 -0.121 -0.6192
O -0.602303 1.088181 7.721081 0.064 0.038 -0.015 -0.3356
C -0.424280 0.952660 6.303423 -0.042 -0.076 -0.180 -0.4066
O -0.862206 0.206751 9.991335 -0.049 0.077 0.123 -0.3644
C -1.859051 1.040184 10.604983 0.021 0.018 0.040 -0.6711
H 0.801257 -2.939639 7.392782 0.022 0.013 0.022 0.2495
H -0.746450 -3.153010 8.246028 -0.027 0.014 0.012 0.2804
H -0.702562 -2.324714 6.674132 -0.020 0.025 -0.003 0.0670
H -1.209327 0.324562 5.878991 -0.013 0.041 -0.051 0.0894
H 0.548754 0.509223 6.094342 0.012 0.000 0.026 0.2726
H -0.474675 1.941853 5.859663 -0.017 0.047 0.077 0.3153
H -2.487536 0.427309 11.247399 -0.009 -0.025 -0.014 0.2626
H -2.481031 1.537423 9.862399 0.004 -0.005 -0.025 0.3243
H -1.338846 1.786404 11.199628 0.028 -0.005 -0.002 0.2543

---

Among the records above, which one has the highest charge? C17H47AsCs2F6N3O6

---

Among the records above, which one has the lowest charge? C17H48BrCl2GaIO19P6

---

The lowest charge belongs to which entry? C17H48BrCl2GaIO19P6